No. 1
14
Properties=species:S:1:pos:R:3:mulliken_charge:R:1 method="wB97M-V/def2-TZVPD" orbital_gap_ev=9.103 relative_energy_kj_mol=470.31 total_charge=0 energy_ev=-8726.8049
C -2.092 0.006 0.689 -0.370
H 2.536 1.006 -0.895 0.382
H 0.997 0.428 -1.567 0.313
H 1.858 0.342 1.385 0.304
H -3.079 0.439 0.791 0.414
C 1.744 0.258 -0.784 -1.133
N 0.048 -0.541 0.905 -0.163
N -1.788 -0.806 -0.482 0.380
H 0.695 1.444 0.650 0.312
H 2.165 -0.741 -0.917 0.305
N -0.654 -1.212 -0.720 -0.620
C 1.118 0.433 0.584 -0.195
H -2.578 -1.106 -1.064 0.258
C -0.972 0.051 1.426 -0.186

***

No. 2
14
Properties=species:S:1:pos:R:3:mulliken_charge:R:1 method="wB97M-V/def2-TZVPD" orbital_gap_ev=8.282 relative_energy_kj_mol=343.67 total_charge=0 energy_ev=-8728.1174
C 2.078 0.759 0.257 -1.171
C -1.880 -1.372 -0.874 -0.946
H -1.997 -2.232 -0.214 0.308
H 2.489 1.772 0.108 0.331
C 0.604 0.753 0.161 0.941
H 2.501 0.381 1.186 0.324
N -0.807 -0.186 1.038 -0.603
N -0.037 0.312 -1.006 -0.658
C -0.900 -0.409 -0.319 0.551
H -1.580 -1.745 -1.855 0.290
H 2.518 0.174 -0.553 0.338
H -2.859 -0.904 -0.972 0.250
H 0.133 1.437 1.982 0.281
N -0.262 1.261 1.062 -0.236

***

No. 3
14
Properties=species:S:1:pos:R:3:mulliken_charge:R:1 method="wB97M-V/def2-TZVPD" orbital_gap_ev=9.338 relative_energy_kj_mol=111.93 total_charge=0 energy_ev=-8730.5193
N -0.687 1.159 -0.743 -0.639
C 0.592 1.163 -0.594 -0.577
C 0.033 -0.702 0.545 -1.003
H -3.131 0.147 -0.152 0.273
N 2.462 -0.289 0.269 -0.543
N -2.423 -0.546 0.058 -0.532
C 1.111 -0.017 0.101 0.989
H 1.181 2.028 -0.890 0.376
H 2.660 -1.275 0.370 0.252
H -1.287 0.996 0.847 0.183
C -1.157 0.107 0.184 0.396
H 3.072 0.134 -0.417 0.238
H -2.453 -1.258 -0.663 0.241
H 0.028 -1.645 1.084 0.345

***

No. 4
14
Properties=species:S:1:pos:R:3:mulliken_charge:R:1 method="wB97M-V/def2-TZVPD" orbital_gap_ev=8.068 relative_energy_kj_mol=18.74 total_charge=0 energy_ev=-8731.4851
C 1.107 -0.082 0.109 0.910
C 0.643 1.186 -0.118 -0.894
H -3.063 0.294 -0.085 0.258
H -2.685 -1.068 0.725 0.259
H 1.111 2.146 0.020 0.345
C -1.128 -0.196 -0.137 0.038
H -1.321 1.839 -0.616 0.212
H 0.003 -2.051 0.174 0.328
N -2.493 -0.544 -0.122 -0.574
N -0.740 1.104 -0.247 -0.063
N 2.418 -0.436 0.477 -0.564
H 2.677 -1.362 0.163 0.255
H 3.098 0.233 0.137 0.240
C -0.011 -0.974 0.054 -0.750